This record from the OMol25 dataset describes a 2-piece molecular cluster, C6H14N4 overall. The level of theory is wB97M-V/def2-TZVPD.

Each line ends with the natural charge from an NBO analysis.
Cartesian coordinates (Å):
C -1.05 -0.50 -1.80  -0.611
N 0.60 0.97 -0.74  -0.531
N 0.64 -0.04 1.49  -0.820
C 1.51 2.01 -0.66  -0.405
H 1.21 0.74 1.82  0.379
N 4.59 -0.26 0.23  -0.306
C -2.56 -0.92 1.47  -0.404
H -2.38 -2.03 1.45  0.201
H -2.21 -0.53 2.45  0.150
H -0.11 -0.23 2.14  0.394
C 0.28 0.17 0.19  0.445
H 3.15 -1.20 -1.09  0.239
H -3.75 -0.80 1.57  0.190
H 1.42 2.49 0.46  0.131
C -0.88 -0.79 -0.32  -0.101
H -1.15 0.64 -1.96  0.244
H -0.85 -1.90 -0.12  0.205
C 3.85 -0.60 -0.56  0.066
H 2.56 1.70 -0.70  0.200
H -1.82 -1.19 -2.12  0.204
H -2.06 0.70 0.39  0.365
H 1.34 2.70 -1.45  0.203
N -2.07 -0.28 0.32  -0.642
H -0.24 -0.88 -2.48  0.203

Summary:
F_max = 0.089 Eh/bohr
ΔE to the lowest compared entry with this formula, charge and spin = 2.873 eV
SMILES = C/N=C(\N)[C@H](C)NC.C#N
Highest occupied orbital energy = -8.4 eV

This record from the OMol25 dataset describes C50H82NO8S as an isolated structure. The level of theory is wB97M-V/def2-TZVPD.

Each line ends with the Mulliken charge.
Cartesian coordinates (Å):
H -6.11 -6.02 -0.03  0.291
N 0.50 0.66 -0.58  1.167
C 6.38 4.12 -6.14  -0.604
H 3.27 -2.36 1.54  0.600
C -2.31 0.46 2.59  0.757
H -4.94 -5.11 6.23  0.291
H -4.22 -3.09 4.39  0.136
C -0.44 0.59 0.51  -0.389
H -6.94 5.33 1.04  0.354
C 5.01 1.82 -1.17  -1.205
C -0.42 -1.51 -3.27  -1.771
H 3.50 -1.26 3.54  0.407
H -6.22 -3.47 1.64  0.162
H -6.69 3.69 1.66  0.282
H 1.11 -3.95 3.19  0.412
C -0.83 -2.53 0.86  0.043
H -0.24 -1.62 0.72  -0.889
H -7.19 -3.46 4.99  0.304
C 1.39 -0.46 -0.56  -0.181
C 5.11 0.35 -1.59  1.057
H 2.55 -2.82 -2.67  0.382
H -5.59 -2.65 3.38  0.113
H -4.78 -4.83 -1.63  0.332
C -4.07 4.20 2.33  -0.153
C -0.57 -2.98 2.29  -1.099
H 1.36 2.33 0.48  0.387
H 8.27 3.21 -6.67  0.261
H 0.70 -3.52 -0.30  0.235
C 0.34 7.27 -2.29  -0.522
O -3.85 -0.75 3.86  -0.580
H 5.37 -0.50 0.36  0.283
H 4.86 3.09 -4.94  0.141
H -4.95 5.19 -0.35  0.261
C 3.70 2.17 -0.47  -0.378
H -0.25 -2.37 -3.91  0.355
C -3.37 0.39 3.67  -0.446
H 2.93 -2.00 5.02  0.343
H 3.59 1.59 0.44  0.040
H 0.94 8.09 -2.69  0.256
H -0.89 -1.20 -1.18  -0.354
H -2.22 -1.66 -2.18  0.858
C 2.46 2.11 -1.37  -0.389
O -5.15 -4.68 3.44  -0.194
H -1.05 -0.84 -3.84  0.503
C -5.87 -4.49 1.48  0.308
H -3.14 4.67 2.65  0.273
O -3.94 -4.22 0.15  -0.141
C -2.69 0.77 1.30  -0.790
H -0.51 7.68 -1.77  0.338
C 0.91 -0.78 -3.03  -1.430
H 1.30 -0.92 2.98  -1.386
H 1.96 6.92 -0.85  0.285
H 5.90 -2.56 0.76  0.286
H -1.01 -3.97 2.44  0.548
C 1.24 5.49 -3.58  -0.295
C 6.48 -2.70 -0.15  -0.727
H 2.54 1.36 -2.15  0.242
H -0.50 -3.88 -2.30  0.568
C -6.19 -4.93 0.05  -0.722
H 5.79 2.02 -6.01  0.273
H 0.78 -1.82 4.38  0.810
H -0.63 -4.54 0.17  0.661
H 6.04 5.04 -5.67  0.253
H -5.32 -3.25 -1.02  0.319
C 5.90 -0.46 -0.60  -0.828
H -5.03 -6.54 4.30  0.235
C 1.18 1.99 -0.54  -0.701
H -6.67 -6.00 3.88  0.351
H -2.06 -3.80 -1.55  0.136
H -2.08 1.09 -0.75  0.687
H 6.22 -3.68 -0.54  0.228
C 7.97 3.43 -4.54  -0.480
H -7.17 -4.63 -0.30  0.369
C 1.59 -1.17 -1.74  0.661
H 5.61 0.30 -2.56  0.411
H 8.45 4.88 -6.11  0.330
O -3.97 3.91 0.92  -0.288
H 0.78 0.30 -3.07  0.126
H -5.93 -2.88 6.09  0.349
C -5.28 5.10 2.48  -0.597
H 5.22 2.49 -1.99  0.033
C -5.16 4.30 0.26  -0.443
C -0.06 0.29 1.80  0.551
H 3.27 -2.99 3.61  0.363
H 0.59 5.81 -0.70  0.196
C -0.97 0.22 2.85  -0.626
O -3.67 1.46 4.23  -0.766
H -5.49 3.50 -0.41  0.258
H -6.31 -5.12 2.24  -0.282
C -4.35 -4.52 1.48  0.084
H 8.00 4.25 -3.81  0.280
H 5.81 2.00 -0.44  0.609
H 3.66 -3.59 -0.57  0.219
H 6.87 0.02 -0.42  0.554
H -1.86 -2.24 0.70  0.951
C -5.22 -3.39 4.09  0.021
C -0.03 6.31 -3.42  -0.570
C -6.14 -3.58 5.29  -0.700
C -5.70 -5.68 4.28  -0.654
O 6.78 2.67 -4.32  -0.316
O 6.13 -1.75 -1.12  -0.357
H 1.06 4.48 -3.93  0.225
C 2.83 -2.03 0.61  -0.971
H 1.54 -3.10 1.73  0.461
C 1.39 -1.88 3.49  0.407
H 1.94 5.98 -4.27  0.266
H -3.98 -5.52 1.74  -0.008
S 1.66 -0.05 2.11  -0.142
H 7.55 -2.68 0.07  0.308
H 1.59 -1.04 -3.83  0.794
H 3.79 3.20 -0.13  0.563
H 0.46 2.69 -0.95  0.494
H -3.91 -3.80 2.17  -0.011
H -5.01 6.15 2.31  0.268
H -4.18 3.26 2.87  0.088
H 4.11 -0.06 -1.68  -0.934
C -5.06 -4.27 -0.73  -0.550
H -0.65 -0.03 3.85  0.535
H -5.73 5.03 3.47  0.339
C 1.20 6.37 -1.41  -0.416
C -1.79 0.84 0.26  -0.709
H -3.73 0.96 1.08  0.562
H -0.33 6.81 -4.34  0.345
C -1.17 -1.87 -1.98  -0.124
H 6.05 4.12 -7.18  0.363
C -0.38 -3.54 -0.21  -0.646
H 8.84 2.79 -4.37  0.284
C -6.18 4.61 1.35  -0.604
C 5.85 2.92 -5.37  -0.211
H -1.08 -2.29 2.96  0.123
H -6.67 -5.50 6.24  0.369
C -1.08 -3.35 -1.54  -1.401
C 2.86 -2.04 3.94  -1.889
C -5.87 -5.04 5.66  -0.666
C 7.88 3.95 -5.96  -0.561
C 0.92 -3.03 2.63  -0.988
O 1.84 5.44 -2.28  -0.306
H 2.40 3.07 -1.86  0.309
C 3.03 -2.71 -0.57  -1.288
H -0.86 5.66 -3.10  0.254
C 2.42 -2.29 -1.74  -0.636
C 2.01 -0.91 0.61  2.775

Summary:
F_max = 0.293 Eh/bohr
Highest occupied orbital energy = -3.6 eV
Net charge = -1

This record from the OMol25 dataset describes a 2-piece molecular cluster, CH2BrN overall. The level of theory is wB97M-V/def2-TZVPD.

Each line ends with the natural charge from an NBO analysis.
Cartesian coordinates (Å):
C 1.13 0.12 -0.26  -0.250
H -0.97 -0.95 -0.15  0.273
N -0.08 -1.44 -0.04  -0.397
H 0.61 1.06 -0.28  0.181
Br 2.90 -0.06 -0.23  0.194

Summary:
F_max = 0.114 Eh/bohr
ΔE to the lowest compared entry with this formula, charge and spin = 5.084 eV
Highest occupied orbital energy (spin up / spin down) = -10.6 / -8.7 eV

This record from the OMol25 dataset describes an isolated ion of composition C3H4NO and charge +1. The level of theory is wB97M-V/def2-TZVPD.

Each line ends with the natural charge from an NBO analysis.
Cartesian coordinates (Å):
C -0.01 1.00 0.18  -0.352
C 0.75 0.40 1.14  0.731
H -0.51 -1.94 -0.99  0.238
O 1.60 0.17 1.86  -0.292
H -0.41 -1.31 0.68  0.225
C -0.48 -1.07 -0.40  0.033
H -0.19 2.06 0.17  0.298
H -0.39 0.53 -1.83  0.496
N -0.36 0.15 -0.82  -0.376

Summary:
F_max = 0.058 Eh/bohr
ΔE to the lowest compared entry with this formula, charge and spin = 1.415 eV
SMILES = C=[NH+]C=C=O
Highest occupied orbital energy = -14.6 eV
Net charge = +1

This record from the OMol25 dataset describes a 8-piece molecular cluster, C13H41N9O8 overall. The level of theory is wB97M-V/def2-TZVPD.

Each line ends with the Mulliken charge.
Cartesian coordinates (Å):
H 0.70 -1.11 1.31  -0.400
H 3.29 -1.98 0.15  0.108
C -0.59 1.67 4.18  1.608
H -0.25 -1.26 4.60  0.273
H -0.99 3.25 -0.73  0.147
N 0.51 4.66 -1.54  -0.415
H -3.50 -3.80 0.70  0.172
H -2.17 1.39 2.73  0.384
H -1.97 0.87 -4.73  0.280
C -2.02 1.15 3.79  -1.728
O 3.67 -4.00 -0.66  -0.742
H -0.43 1.79 -1.60  -0.017
C 2.44 1.02 1.97  -1.917
C -0.10 0.74 5.35  -1.314
N -0.72 0.12 -7.52  -0.383
H 1.48 -5.00 -1.62  0.205
H 1.74 -1.41 3.37  0.419
N -2.57 -3.46 0.49  -0.410
H -4.03 -3.89 -1.32  0.152
N 0.47 1.75 3.13  0.255
O -2.68 1.32 -4.28  -0.622
H -0.69 -1.11 -1.67  0.133
N -0.16 -1.94 -7.59  -0.428
H -0.10 5.00 -0.81  0.128
H -0.76 1.03 -7.08  0.229
C 0.58 3.39 -1.87  0.773
H -1.15 3.07 5.78  0.427
O 0.10 2.63 2.12  -0.368
H 0.82 3.25 1.97  0.334
H 1.57 -0.12 -1.48  0.390
H 2.17 1.48 1.02  0.383
H -1.24 -0.07 -8.37  0.159
H 1.09 5.36 -1.98  0.227
H 0.60 -3.70 -0.92  0.275
H -1.90 -3.12 1.16  0.247
H -2.40 2.23 -4.22  0.297
N -0.35 2.76 -1.34  -0.075
O 1.51 2.91 -2.57  -0.801
H 0.22 3.63 4.89  0.466
C 2.57 -3.57 -0.63  0.554
C 0.21 -0.18 1.60  -0.563
H 3.13 0.20 1.78  0.367
H 2.13 1.24 -1.82  0.330
C 0.54 -0.60 4.97  -0.687
H -1.21 3.84 4.12  0.354
H -0.18 -0.36 -2.89  0.365
N -3.07 -3.70 -1.56  -0.474
H -0.81 -0.40 1.92  0.144
H 2.52 -0.20 4.26  0.427
H 0.95 -1.04 5.87  0.414
O 0.21 -0.74 -5.76  -0.662
H 0.61 1.32 5.94  0.458
O -0.30 -0.27 -1.95  -0.514
O -1.04 -2.89 -1.06  -0.916
N 2.44 -2.44 -0.13  0.086
C -0.25 -0.86 -6.87  0.734
H -2.74 -3.77 -2.52  0.245
H 0.17 0.37 0.67  0.283
N 1.50 -4.14 -1.08  -0.247
H 2.95 1.74 2.62  0.483
H -0.45 -1.78 -8.54  0.140
O 2.38 0.39 -1.47  -0.614
C 1.55 -0.45 3.84  -1.285
H 1.57 -1.98 0.11  -0.070
C 1.12 0.55 2.65  1.500
H -2.13 0.07 3.73  0.317
H 0.06 -2.80 -7.10  0.240
H -0.93 0.58 6.04  0.410
H -2.81 1.63 4.36  0.424
C -2.14 -3.38 -0.71  0.837
C -0.74 3.11 4.77  -1.934

Summary:
F_max = 0.173 Eh/bohr
SMILES = CC1(C)CCCC(C)(C)N1O.NC(N)=O.NC(N)=O.NC(N)=O.NC(N)=O.O.O.O
Highest occupied orbital energy = -8.1 eV

This record from the OMol25 dataset describes a 9-piece molecular cluster, C2H22O9 overall. The level of theory is wB97M-V/def2-TZVPD.

Each line ends with the natural charge from an NBO analysis.
Cartesian coordinates (Å):
H -0.60 3.03 1.10  0.471
C 3.17 0.45 2.70  -0.251
H 0.48 -3.33 1.62  0.482
H 2.12 1.17 -2.40  0.494
H 1.52 1.01 3.68  0.463
O -2.25 -1.65 -0.84  -0.995
O 0.02 3.24 0.42  -0.936
H -2.18 -0.27 -2.33  0.474
O 2.31 1.46 3.37  -0.725
H -1.73 -2.45 -0.70  0.504
C -1.38 1.38 -2.75  -0.252
O -2.43 0.44 -2.93  -0.739
H -3.43 0.36 1.26  0.467
H -1.59 2.27 -3.33  0.187
H -3.11 -1.97 -1.09  0.487
H -1.26 1.39 -1.66  0.178
H 4.15 0.91 2.60  0.193
O 0.50 -2.54 1.09  -0.960
O 1.75 0.78 -1.61  -0.959
H -2.09 1.01 1.00  0.482
H 3.10 -0.50 3.21  0.172
H -0.40 0.98 -3.03  0.140
O -0.16 -3.43 -1.24  -0.974
H 2.48 0.29 -1.23  0.474
H 0.58 2.47 0.35  0.466
H -0.65 -0.48 -0.11  0.491
H 0.25 -3.18 -0.41  0.487
H 2.82 0.26 1.68  0.148
O -2.92 1.14 1.46  -0.952
H 0.20 -1.85 1.67  0.508
H 0.62 0.34 -0.07  0.488
O -0.19 0.18 0.41  -0.987
H 0.32 -2.92 -1.90  0.473

Summary:
F_max = 0.037 Eh/bohr
ΔE to the lowest compared entry with this formula, charge and spin = 1.529 eV
SMILES = CO.CO.O.O.O.O.O.O.O
Highest occupied orbital energy = -9.5 eV

This record from the OMol25 dataset describes C15H20N6O6 as an isolated structure. The level of theory is wB97M-V/def2-TZVPD.

Each line ends with the natural charge from an NBO analysis.
Cartesian coordinates (Å):
H 2.78 0.11 0.63  0.217
H 2.50 -2.79 0.20  0.212
H 3.18 -0.56 4.28  0.229
H -4.31 3.21 -1.80  0.234
H 4.02 -0.71 -0.41  0.224
H -1.95 4.02 -0.07  0.186
H -0.36 -1.89 3.78  0.251
H -3.05 4.67 -1.87  0.227
C -3.30 3.59 -1.66  -0.635
O -1.72 -1.61 -3.58  -0.640
C 1.80 -1.08 -0.95  -0.054
H 1.35 -2.29 -2.53  0.205
C -0.73 1.66 -1.22  0.289
C 2.19 -1.68 -2.33  -0.596
H -2.62 3.09 -2.35  0.193
H 1.20 -2.25 4.37  0.249
N -1.38 0.61 -1.81  -0.440
C 0.44 -0.32 -1.18  0.371
O 1.51 -3.62 2.28  -0.589
H -0.41 2.55 -1.80  0.192
H 0.45 -0.87 1.04  0.421
H -2.24 -2.44 -3.76  0.504
H 3.14 0.72 -0.82  0.228
H 1.00 -3.22 -0.49  0.230
C 1.53 -2.38 -0.08  -0.215
N 2.24 1.35 4.12  -0.294
N 1.03 1.77 3.64  -0.050
O 0.47 0.91 -0.65  -0.510
N 0.46 0.70 3.09  -0.082
N 1.10 -0.41 3.48  -0.191
C -1.89 1.95 -0.21  -0.379
C 2.31 0.04 4.00  0.136
O -1.30 -2.77 -1.74  -0.577
C 1.00 -2.56 2.26  0.661
C 0.71 -1.80 3.52  -0.314
H -4.43 2.60 0.31  0.487
O -3.74 0.45 -1.00  -0.575
N 0.81 -1.85 1.12  -0.638
H 3.01 -2.37 -2.22  0.215
C -2.49 0.81 -0.94  0.697
O -3.68 3.22 0.61  -0.713
H -1.49 1.65 0.78  0.283
C 3.00 -0.22 -0.38  -0.620
C -2.65 3.26 -0.31  0.110
C -1.19 -1.78 -2.41  0.763
H 2.32 -0.90 -3.09  0.217
C -0.64 -0.56 -1.87  -0.121

Summary:
F_max = 0.142 Eh/bohr
Highest occupied orbital energy = -8.8 eV

This record from the OMol25 dataset describes one molecule with the formula C8H12N2O2S. The level of theory is wB97M-V/def2-TZVPD.

Each line ends with the natural charge from an NBO analysis.
Cartesian coordinates (Å):
N 0.82 2.02 -1.61  -0.790
C -1.57 0.55 1.55  -0.233
N -1.09 -2.32 -0.30  0.545
C -0.04 -1.36 1.64  -0.190
C -0.23 -0.08 -0.44  -0.419
H -0.39 -0.17 -1.54  0.280
H 0.07 3.31 -0.13  0.216
H 1.63 3.68 -0.69  0.179
H -1.75 1.50 -0.39  0.228
C 1.30 -2.11 -0.33  -0.620
C -1.30 0.71 0.24  -0.161
H -0.75 -0.69 3.39  0.234
O -1.66 -3.05 0.52  -0.398
H 1.32 -2.44 -1.42  0.240
H -2.22 1.21 2.11  0.225
H 1.33 1.76 -2.39  0.384
H 0.58 -2.18 2.24  0.229
H 2.09 -1.38 -0.29  0.230
H 0.41 3.95 -1.91  0.209
C 0.03 -1.39 0.20  -0.023
H 1.65 -2.96 0.27  0.227
C -0.87 -0.50 2.29  -0.193
S 1.35 0.84 -0.52  0.371
C 0.67 3.39 -1.06  -0.412
O -1.37 -2.28 -1.44  -0.359

Summary:
F_max = 0.072 Eh/bohr
ΔE to the lowest compared entry with this formula, charge and spin = 6.002 eV
SMILES = CNS[C@@H]1C=CC=C[C@@]1(C)[N+](=O)[O-]
Highest occupied orbital energy = -8.7 eV